Version A
{
  "formula": "CH3F",
  "method": "ωB97M-V/def2-TZVPD",
  "charge": 0,
  "orbital_gap_ev": 10.3023,
  "species": ["F", "H", "H", "H", "C"],
  "positions_angstrom": [[0.824, 0.654, 0.916], [0.179, 0.358, -1.126], [-1.698, -0.019, 0.171], [0.510, -0.992, 0.124], [0.184, -0.001, -0.084]]
}

---

Version B
{
  "formula": "CH3F",
  "method": "ωB97M-V/def2-TZVPD",
  "charge": 0,
  "smiles": "CF",
  "orbital_gap_ev": 13.2228,
  "species": ["F", "H", "C", "H", "H"],
  "positions_angstrom": [[-1.262, 0.102, 0.034], [0.333, -0.908, 0.386], [0.124, 0.041, 0.030], [0.389, -0.067, -1.074], [0.416, 0.832, 0.625]]
}

---

We find version B to be the most stable, with the next structure 68.9 kcal/mol higher.

---

Version A
{
  "formula": "C3H5NS2",
  "method": "ωB97M-V/def2-TZVPD",
  "charge": 0,
  "smiles": "S=C1NCCS1",
  "orbital_gap_ev": 9.0677,
  "species": ["S", "H", "H", "C", "H", "N", "C", "C", "H", "S", "H"],
  "positions_angstrom": [[0.983, 0.245, 1.484], [-1.520, 0.406, 0.199], [-0.657, -1.734, -0.967], [0.442, 1.291, 0.061], [-1.123, 0.721, -1.562], [-0.164, -0.953, -0.456], [-0.673, 0.480, -0.514], [0.550, -1.282, 0.719], [0.175, 2.250, 0.397], [0.799, -2.829, 1.343], [1.187, 1.405, -0.702]]
}

---

Version B
{
  "formula": "C3H5NS2",
  "method": "ωB97M-V/def2-TZVPD",
  "charge": 0,
  "smiles": "C1CN2S[C@@H]2S1",
  "orbital_gap_ev": 9.4002,
  "species": ["H", "S", "S", "C", "H", "N", "C", "H", "H", "H", "C"],
  "positions_angstrom": [[0.400, 1.490, 0.249], [-0.454, -1.881, -0.062], [-2.521, 0.423, 0.434], [0.164, 0.583, -0.257], [-0.289, -0.231, 1.610], [-1.207, 0.650, -0.762], [-1.779, -0.698, -0.677], [1.484, -0.696, 0.895], [0.806, 0.399, -1.045], [-2.526, -1.096, -1.273], [0.393, -0.561, 0.750]]
}

---

Version C
{
  "formula": "C3H5NS2",
  "method": "ωB97M-V/def2-TZVPD",
  "charge": 0,
  "orbital_gap_ev": 8.5695,
  "species": ["N", "H", "S", "H", "H", "C", "S", "H", "C", "C", "H"],
  "positions_angstrom": [[-0.058, 1.528, -0.283], [-0.119, 0.371, 1.430], [0.098, -2.118, -0.156], [1.638, -0.428, -0.944], [-0.823, 2.044, 0.058], [-1.065, -0.853, 0.100], [-2.672, -0.767, -0.063], [2.030, -0.763, 0.768], [1.186, -0.678, -0.027], [-0.023, 0.229, 0.372], [-0.192, 1.435, -1.254]]
}

---

We find version A to be the most stable, with the next structure 11.7 kcal/mol higher.

---

Version A
{
  "formula": "CH4N2P2",
  "method": "ωB97M-V/def2-TZVPD",
  "charge": 0,
  "orbital_gap_ev": 8.0968,
  "species": ["N", "H", "H", "N", "C", "H", "P", "H", "P"],
  "positions_angstrom": [[2.695, -0.475, -0.028], [0.994, -1.831, -0.358], [-2.363, 3.642, 0.066], [0.008, -1.971, -0.080], [1.705, 0.116, -0.021], [-1.907, 3.057, 0.307], [-1.039, -0.621, 0.072], [-0.275, -2.942, 0.001], [0.183, 1.024, 0.040]]
}

---

Version B
{
  "formula": "CH4N2P2",
  "method": "ωB97M-V/def2-TZVPD",
  "charge": 0,
  "orbital_gap_ev": [7.4219, 8.6477],
  "species": ["N", "H", "H", "P", "N", "P", "H", "H", "C"],
  "positions_angstrom": [[-0.882, -0.428, 1.062], [-1.067, 0.455, 1.523], [0.780, 0.716, -1.510], [1.802, -0.904, -0.079], [0.886, 0.531, -0.517], [-1.651, -0.979, -0.373], [2.076, -0.405, 1.207], [-1.983, 1.503, -1.297], [0.040, -0.489, -0.016]]
}

---

Version C
{
  "formula": "CH4N2P2",
  "method": "ωB97M-V/def2-TZVPD",
  "charge": 0,
  "smiles": "N=C=[PH]=PN",
  "orbital_gap_ev": [6.3513, 6.3538],
  "species": ["H", "N", "H", "C", "N", "P", "P", "H", "H"],
  "positions_angstrom": [[-0.344, 0.056, 1.395], [-3.172, -0.258, -0.703], [2.883, -0.278, 0.420], [-2.184, 0.073, -0.143], [1.972, -0.132, 0.049], [0.822, -1.261, -0.480], [-0.858, -0.884, 0.718], [2.072, 0.586, -0.623], [-4.021, -0.287, -1.309]]
}

---

We find version A to be the most stable, with the next structure 53.1 kcal/mol higher.

---

Version A
{
  "formula": "C3HCl2N2",
  "method": "ωB97M-V/def2-TZVPD",
  "charge": 1,
  "orbital_gap_ev": [8.2293, 8.2299],
  "species": ["C", "Cl", "N", "Cl", "N", "H", "C", "C"],
  "positions_angstrom": [[0.316, 0.503, -0.570], [1.626, 0.346, -1.463], [-1.355, 2.020, 0.113], [0.863, 2.438, 1.500], [-0.971, 0.343, -1.441], [0.154, -0.281, 0.072], [-1.641, 1.184, -0.838], [-0.091, 1.733, 0.357]]
}

---

Version B
{
  "formula": "C3HCl2N2",
  "method": "ωB97M-V/def2-TZVPD",
  "charge": 1,
  "smiles": "ClC1=NC(Cl)=[N+]=C1",
  "orbital_gap_ev": 8.0624,
  "species": ["N", "Cl", "Cl", "C", "C", "H", "N", "C"],
  "positions_angstrom": [[1.373, 0.539, -0.102], [-0.413, -2.836, -0.056], [4.051, 0.005, -0.086], [0.731, -1.651, 0.033], [0.329, -0.180, 0.001], [-0.721, 0.293, 0.097], [2.053, -1.684, 0.079], [2.387, -0.388, -0.099]]
}

---

We find version B to be the most stable, with the next structure 53.6 kcal/mol higher.

---

Version A
{
  "formula": "C3H11NS2",
  "method": "ωB97M-V/def2-TZVPD",
  "charge": 0,
  "smiles": "CSSC.CN",
  "orbital_gap_ev": 8.4928,
  "species": ["H", "H", "H", "H", "N", "H", "H", "H", "S", "S", "C", "H", "C", "H", "H", "H", "C"],
  "positions_angstrom": [[1.662, 0.228, 1.741], [0.885, 0.011, -3.510], [1.952, -1.186, -2.780], [-0.083, -0.117, 1.710], [-2.096, 2.486, 1.557], [-2.272, 3.034, 0.724], [1.043, -1.293, 2.424], [-1.134, 2.173, 1.522], [1.059, -1.461, 0.091], [0.678, 0.125, -1.187], [-2.999, 1.339, 1.628], [-2.869, 0.580, 0.847], [0.958, -0.751, -2.739], [-4.026, 1.692, 1.585], [-2.876, 0.851, 2.596], [0.185, -1.497, -2.893], [0.914, -0.549, 1.640]]
}

---

Version B
{
  "formula": "C3H11NS2",
  "method": "ωB97M-V/def2-TZVPD",
  "charge": 0,
  "smiles": "CCN.CSS",
  "orbital_gap_ev": 9.0180,
  "species": ["H", "H", "H", "H", "C", "S", "C", "C", "N", "H", "S", "H", "H", "H", "H", "H", "H"],
  "positions_angstrom": [[2.734, 1.855, -0.028], [1.044, 1.306, -1.836], [2.766, 1.724, -2.292], [0.622, 0.909, 1.962], [-0.231, 0.951, 1.242], [-1.304, -0.352, 1.755], [2.267, -0.554, -2.263], [2.095, 0.936, -1.829], [2.335, 0.979, -0.335], [3.181, 0.312, -0.232], [-2.203, -0.809, 0.004], [-1.951, -2.118, -0.239], [0.226, 0.570, 0.164], [3.323, -0.742, -2.464], [-0.688, 1.914, 1.092], [1.786, -0.660, -3.255], [1.928, -1.337, -1.571]]
}

---

We find version A to be the most stable, with the next structure 20.3 kcal/mol higher.

---

Version A
{
  "formula": "C4H12S2",
  "method": "ωB97M-V/def2-TZVPD",
  "charge": 0,
  "smiles": "CCS.CCS",
  "orbital_gap_ev": 9.7313,
  "species": ["H", "H", "H", "H", "H", "H", "C", "H", "S", "H", "S", "H", "C", "C", "H", "H", "C", "H"],
  "positions_angstrom": [[-1.304, 0.496, -4.696], [0.920, 0.422, 3.998], [0.183, 0.692, -3.543], [-1.720, 2.677, -4.569], [-0.069, 2.794, -4.816], [-1.700, 1.455, -1.447], [-0.852, 2.565, -4.040], [2.136, 0.805, 2.636], [-2.140, 0.787, -2.486], [-0.581, 3.229, -3.159], [0.736, -2.244, 3.002], [1.317, -3.507, 3.155], [2.229, -1.178, 3.193], [-0.813, 1.050, -3.735], [2.923, -1.578, 4.074], [2.722, -1.126, 2.176], [1.962, 0.260, 3.508], [2.486, 0.775, 4.375]]
}

---

Version B
{
  "formula": "C4H12S2",
  "method": "ωB97M-V/def2-TZVPD",
  "charge": 0,
  "smiles": "CSC.CSC",
  "orbital_gap_ev": 9.4037,
  "species": ["H", "H", "H", "H", "S", "C", "S", "H", "H", "H", "H", "C", "H", "H", "H", "C", "C", "H"],
  "positions_angstrom": [[-1.860, 1.820, 1.100], [-0.349, 1.227, 0.483], [0.730, -1.288, -0.825], [2.282, -0.797, 1.387], [2.204, 0.550, -0.342], [-2.829, -1.274, 0.253], [-2.030, 0.228, -0.715], [-3.889, -0.966, 0.608], [2.562, -1.752, -0.286], [2.772, 0.732, 2.003], [-2.307, -1.332, 1.383], [1.988, 0.214, 1.397], [1.057, 0.542, 1.757], [-1.178, 0.238, 1.695], [2.099, -0.992, -1.870], [1.809, -1.164, -0.817], [-1.299, 0.944, 0.813], [-2.720, -2.199, -0.398]]
}

---

We find version A to be the most stable, with the next structure 6.3 kcal/mol higher.

---

Version A
{
  "formula": "C5H24NO9",
  "method": "ωB97M-V/def2-TZVPD",
  "charge": -1,
  "orbital_gap_ev": 9.4670,
  "species": ["H", "C", "H", "C", "H", "O", "N", "H", "H", "H", "O", "H", "H", "H", "H", "H", "H", "H", "H", "H", "O", "C", "H", "H", "C", "O", "O", "O", "H", "C", "O", "O", "O", "H", "H", "H", "H", "H", "H"],
  "positions_angstrom": [[0.973, -2.920, -0.222], [-0.571, 2.823, -0.762], [1.782, -1.152, -1.873], [-0.430, 0.458, 0.397], [2.476, -1.348, -0.440], [-0.309, -1.261, -2.451], [0.752, 2.441, -1.241], [-0.130, -1.479, -1.521], [2.639, 0.334, 0.291], [-2.282, -0.178, 1.989], [1.412, -0.896, 4.191], [0.310, 2.732, -3.413], [-2.075, 1.995, 0.692], [0.407, 0.566, -0.295], [-1.704, -2.802, -0.461], [-1.084, -1.883, -2.588], [1.806, 1.683, -2.969], [-0.745, 3.852, -0.466], [-3.685, -0.986, 1.724], [1.446, 3.195, -1.115], [0.018, -2.880, 0.181], [0.686, 2.009, -2.661], [-0.541, 2.223, 1.558], [2.921, -0.575, 1.495], [-0.962, 1.946, 0.579], [-3.226, -0.232, 1.487], [-0.822, -0.222, 2.647], [3.260, -0.320, 0.557], [1.423, -1.266, 3.350], [-0.067, -0.236, 1.635], [2.314, -1.739, -1.385], [0.979, -0.935, 1.609], [-2.420, -2.355, -0.958], [-2.623, -1.671, -0.320], [0.265, -2.190, 0.848], [0.497, -0.562, 4.157], [-1.250, 0.012, -0.112], [-0.026, 1.233, -2.656], [-1.415, 2.588, -1.481]]
}

---

Version B
{
  "formula": "C5H24NO9",
  "method": "ωB97M-V/def2-TZVPD",
  "charge": -1,
  "orbital_gap_ev": 8.6150,
  "species": ["C", "H", "H", "H", "H", "O", "O", "O", "H", "H", "H", "C", "H", "H", "H", "H", "H", "H", "O", "H", "H", "C", "O", "H", "C", "N", "O", "H", "C", "H", "H", "O", "O", "H", "O", "H", "H", "H", "H"],
  "positions_angstrom": [[-0.405, 0.001, -0.778], [2.244, 0.599, -0.905], [0.267, -3.270, -1.670], [-0.717, 1.664, 3.878], [1.067, 2.110, 0.250], [1.850, -2.645, -1.667], [0.190, -0.541, -3.584], [2.420, -1.959, 1.545], [1.562, 0.090, 1.505], [3.486, 0.948, -1.718], [0.180, 3.272, 3.045], [-0.482, 2.414, 3.079], [-3.538, -2.100, 0.550], [-2.957, 2.589, 1.811], [2.021, -1.519, 0.741], [1.122, 0.112, 3.178], [-1.554, 2.564, 2.908], [2.650, -2.853, -1.174], [-3.211, 2.692, 0.894], [-2.871, -0.845, -0.241], [0.701, 0.116, -3.103], [-0.023, 2.041, 0.516], [3.127, 1.118, -0.839], [-0.747, 0.599, 1.851], [-0.037, 1.452, 1.955], [-0.764, 1.323, -0.515], [0.818, -0.327, -0.717], [-2.955, 3.552, 0.560], [1.266, 0.727, 2.289], [-1.758, 1.555, -0.472], [1.442, -1.920, -1.079], [-1.306, -0.699, -1.278], [-3.257, -1.188, 0.583], [-0.860, -2.469, -1.109], [-0.567, -3.398, -1.102], [1.507, -2.107, 1.839], [0.781, -1.314, -3.533], [2.103, 1.432, 2.189], [-0.520, 3.042, 0.437]]
}

---

We find version B to be the most stable, with the next structure 3.3 kcal/mol higher.

---

Version A
{
  "formula": "C3H3NOS",
  "method": "ωB97M-V/def2-TZVPD",
  "charge": 0,
  "smiles": "COC(=S)C#N",
  "orbital_gap_ev": 8.6876,
  "species": ["C", "C", "C", "H", "N", "H", "H", "S", "O"],
  "positions_angstrom": [[-0.540, 1.018, -0.515], [1.059, -0.605, 0.282], [-0.159, -1.367, 0.686], [-1.218, 0.317, -0.994], [-1.123, -1.890, 1.012], [-0.454, 1.940, -1.103], [-0.951, 1.300, 0.480], [2.546, -1.261, 0.458], [0.840, 0.548, -0.305]]
}

---

Version B
{
  "formula": "C3H3NOS",
  "method": "ωB97M-V/def2-TZVPD",
  "charge": 0,
  "orbital_gap_ev": [5.5046, 5.4997],
  "species": ["H", "H", "H", "C", "S", "C", "O", "C", "N"],
  "positions_angstrom": [[3.604, -1.110, 0.401], [-3.138, -0.317, -1.267], [-1.106, -0.316, 0.904], [0.905, 1.105, -0.182], [-1.996, 0.402, 0.443], [2.668, -0.644, 0.396], [-0.229, 1.418, -0.342], [1.730, 0.150, 0.262], [-2.439, -0.687, -0.615]]
}

---

Version C
{
  "formula": "C3H3NOS",
  "method": "ωB97M-V/def2-TZVPD",
  "charge": 0,
  "smiles": "O=C1CC=NS1",
  "orbital_gap_ev": 9.6329,
  "species": ["C", "N", "H", "S", "C", "O", "H", "H", "C"],
  "positions_angstrom": [[-0.287, -0.576, 0.269], [1.437, 0.765, -0.452], [-0.244, -0.473, 1.491], [0.236, 2.057, -0.366], [1.039, -0.413, -0.254], [-2.322, 0.828, -0.021], [-0.533, -1.668, -0.280], [1.830, -1.235, -0.210], [-1.156, 0.716, -0.177]]
}

---

We find version A to be the most stable, with the next structure 13.5 kcal/mol higher.